[1]
Here is 17 unconnected molecules or ions with the total composition C50H138N4O21 from OMol25. Energies are from ωB97M-V with the def2-TZVPD basis set.

The geometry in XYZ format:
```
213
Properties=species:S:1:pos:R:3:mulliken_charge:R:1
C -13.703 0.277 -3.428 -0.761
O -12.593 -0.424 -2.885 -0.267
C -12.961 -1.578 -2.131 -0.688
C -11.771 -2.253 -1.474 -0.547
N -11.143 -1.358 -0.479 -0.369
C -9.942 -2.021 0.056 -0.558
C -9.155 -1.042 1.034 -0.694
O -8.831 0.204 0.395 -0.211
C -8.372 1.209 1.256 -0.792
H -14.165 0.812 -2.598 0.325
H -14.366 -0.381 -3.989 0.291
H -13.210 1.039 -4.033 0.225
H -13.415 -2.257 -2.853 0.412
H -13.784 -1.344 -1.456 0.386
H -11.094 -2.665 -2.222 0.289
H -12.173 -3.142 -0.987 0.358
H -10.895 -0.480 -0.911 0.277
H -9.292 -2.314 -0.769 0.269
H -10.258 -2.926 0.574 0.403
H -8.266 -1.535 1.426 0.426
H -9.864 -0.800 1.826 0.359
H -8.031 2.144 0.811 0.241
H -7.606 0.837 1.937 0.290
H -9.206 1.466 1.909 0.336
C 13.601 6.880 -1.018 -0.759
O 12.521 6.006 -1.392 -0.272
C 12.682 5.327 -2.624 -0.601
C 11.615 4.180 -2.758 -0.697
N 10.309 4.807 -2.724 -0.361
C 9.255 3.826 -2.833 -0.734
C 7.901 4.565 -2.582 -0.569
O 7.856 5.255 -1.319 -0.280
C 6.694 6.116 -1.146 -0.687
H 13.589 7.721 -1.711 0.312
H 14.594 6.437 -1.086 0.291
H 13.399 7.301 -0.033 0.238
H 13.645 4.821 -2.704 0.425
H 12.627 6.006 -3.474 0.348
H 11.714 3.511 -1.902 0.367
H 11.707 3.613 -3.684 0.401
H 10.267 5.165 -1.780 0.256
H 9.430 3.043 -2.095 0.403
H 9.213 3.386 -3.830 0.372
H 7.156 3.769 -2.611 0.358
H 7.814 5.279 -3.401 0.381
H 6.820 6.983 -0.499 0.255
H 5.927 5.514 -0.658 0.249
H 6.396 6.491 -2.126 0.305
C 4.803 2.704 4.835 -0.780
O 5.639 3.808 4.974 -0.313
C 6.604 3.955 3.882 -0.543
C 7.331 5.267 4.133 -0.678
N 7.841 5.129 5.501 -0.358
C 8.479 6.350 6.025 -0.700
C 9.056 6.224 7.520 -0.624
O 7.882 6.534 8.297 -0.269
C 8.037 6.587 9.728 -0.764
H 4.156 2.824 3.966 0.278
H 4.198 2.563 5.731 0.258
H 5.300 1.738 4.740 0.314
H 6.133 3.975 2.899 0.429
H 7.289 3.109 3.829 0.323
H 6.642 6.110 4.098 0.301
H 8.127 5.470 3.417 0.414
H 7.064 4.866 6.091 0.321
H 7.737 7.148 6.021 0.363
H 9.264 6.583 5.305 0.417
H 9.859 6.942 7.684 0.430
H 9.462 5.232 7.718 0.335
H 7.133 7.023 10.153 0.248
H 8.840 7.249 10.052 0.299
H 8.330 5.633 10.167 0.299
C 0.733 -1.980 2.316 -0.830
O -0.023 -1.625 1.155 -0.166
C -1.389 -1.908 1.265 -0.647
C -2.131 -1.250 0.060 -0.605
N -1.751 0.176 -0.116 -0.364
C -2.129 0.662 -1.445 -0.917
C -1.122 0.223 -2.545 -0.362
O 0.129 0.859 -2.261 -0.338
C 0.969 0.818 -3.406 -0.784
H 0.378 -1.521 3.239 0.327
H 1.743 -1.610 2.141 0.237
H 0.720 -3.059 2.467 0.297
H -1.810 -1.448 2.159 0.354
H -1.593 -2.979 1.246 0.403
H -3.207 -1.271 0.231 0.433
H -2.011 -1.916 -0.795 0.275
H -0.749 0.239 -0.007 0.336
H -2.214 1.748 -1.493 0.334
H -3.120 0.289 -1.703 0.384
H -1.528 0.489 -3.521 0.490
H -0.971 -0.857 -2.556 0.288
H 0.957 -0.110 -3.977 0.315
H 1.977 0.979 -3.023 0.240
H 0.708 1.692 -4.003 0.301
C -6.594 -3.559 -4.494 -1.043
C -7.444 -4.827 -4.561 -0.153
O -7.788 -5.263 -3.262 -0.509
H -6.129 -3.387 -5.464 0.320
H -5.722 -3.723 -3.861 0.269
H -7.066 -2.669 -4.077 0.305
H -6.797 -5.636 -4.900 0.217
H -8.364 -4.756 -5.140 0.317
H -8.474 -5.930 -3.339 0.279
C -5.436 -8.767 0.385 -0.979
C -5.038 -7.319 0.651 -0.189
O -6.205 -6.486 0.634 -0.446
H -6.088 -9.106 1.191 0.254
H -4.576 -9.433 0.450 0.329
H -5.918 -8.940 -0.577 0.307
H -4.309 -6.985 -0.088 0.278
H -4.618 -7.314 1.657 0.208
H -6.337 -6.316 -0.301 0.239
C 0.782 -1.854 9.343 -0.916
C 1.586 -3.027 8.737 -0.237
O 2.633 -2.620 7.945 -0.508
H 0.760 -1.035 8.624 0.272
H 1.343 -1.592 10.240 0.256
H -0.254 -2.065 9.609 0.319
H 0.896 -3.634 8.150 0.259
H 2.017 -3.635 9.532 0.254
H 3.355 -2.319 8.501 0.299
C 3.956 -4.214 -2.940 -1.127
C 3.356 -3.314 -1.883 0.049
O 2.306 -4.083 -1.250 -0.525
H 4.752 -3.718 -3.496 0.360
H 3.181 -4.620 -3.589 0.286
H 4.472 -4.974 -2.354 0.275
H 2.953 -2.413 -2.345 0.152
H 4.050 -3.099 -1.071 0.260
H 1.777 -3.459 -0.747 0.268
C -0.779 -2.804 -7.351 -0.999
C -1.985 -3.608 -7.721 -0.146
O -2.797 -2.695 -8.471 -0.519
H -0.281 -2.341 -8.203 0.296
H -0.087 -3.488 -6.861 0.346
H -1.016 -2.043 -6.608 0.203
H -2.564 -4.018 -6.894 0.274
H -1.710 -4.386 -8.433 0.271
H -3.558 -3.171 -8.812 0.278
C -8.186 2.318 -4.227 -1.043
C -6.732 2.500 -4.628 -0.019
O -6.814 3.064 -5.866 -0.512
H -8.700 1.527 -4.773 0.299
H -8.847 3.183 -4.213 0.313
H -8.273 1.893 -3.227 0.259
H -6.196 1.559 -4.753 0.223
H -6.249 3.121 -3.874 0.181
H -6.140 2.689 -6.437 0.300
C -0.014 7.393 -0.941 -1.053
C 0.152 5.873 -0.981 -0.169
O 0.610 5.481 -2.312 -0.522
H -0.260 7.570 0.106 0.343
H -0.825 7.679 -1.610 0.281
H 0.916 7.864 -1.261 0.280
H -0.774 5.371 -0.700 0.272
H 0.832 5.480 -0.226 0.299
H 0.747 4.531 -2.313 0.269
C -2.146 2.531 6.167 -0.895
C -3.622 2.318 6.632 -0.274
O -4.097 3.585 7.062 -0.504
H -1.911 3.384 5.530 0.338
H -1.795 1.700 5.556 0.269
H -1.565 2.664 7.079 0.247
H -3.526 1.652 7.490 0.266
H -4.190 1.990 5.761 0.253
H -4.237 4.087 6.255 0.300
C 5.850 -5.511 3.267 -1.067
C 6.668 -4.465 4.013 -0.125
O 8.033 -4.771 3.874 -0.521
H 4.783 -5.353 3.425 0.338
H 5.893 -6.499 3.725 0.302
H 6.019 -5.603 2.194 0.289
H 6.459 -4.451 5.083 0.218
H 6.506 -3.430 3.715 0.269
H 8.509 -4.033 4.261 0.298
C 0.184 -8.402 5.014 -0.925
C -1.306 -8.706 5.397 -0.249
O -1.952 -9.383 4.255 -0.516
H 0.267 -7.785 4.119 0.270
H 0.792 -9.300 4.905 0.277
H 0.615 -7.927 5.895 0.304
H -1.941 -7.836 5.569 0.232
H -1.428 -9.282 6.314 0.326
H -2.471 -10.108 4.611 0.282
C -5.658 -4.473 5.314 -0.919
C -6.736 -5.568 5.232 -0.280
O -7.651 -5.297 4.219 -0.497
H -5.127 -4.552 6.263 0.330
H -6.093 -3.473 5.310 0.277
H -4.932 -4.609 4.512 0.252
H -7.277 -5.644 6.175 0.306
H -6.300 -6.553 5.065 0.241
H -7.197 -5.368 3.376 0.288
C -1.791 3.885 -8.108 -1.054
C -1.910 2.521 -8.702 -0.186
O -3.072 1.882 -8.100 -0.501
H -1.012 4.449 -8.622 0.352
H -1.590 3.752 -7.044 0.246
H -2.702 4.451 -8.303 0.285
H -1.010 1.909 -8.642 0.329
H -2.234 2.705 -9.726 0.251
H -3.041 1.011 -8.503 0.276
C 7.431 1.990 -8.364 -0.922
C 6.026 1.665 -7.796 -0.231
O 5.302 1.064 -8.849 -0.500
H 8.008 1.090 -8.580 0.264
H 8.075 2.571 -7.704 0.277
H 7.420 2.581 -9.280 0.307
H 5.552 2.582 -7.447 0.234
H 6.097 0.976 -6.954 0.267
H 5.135 1.800 -9.442 0.305
```

Properties
Energy = -103032.754 eV

[2]
Here is 16 unconnected molecules or ions with the total composition C50H141N9O23 from OMol25. Energies are from ωB97M-V with the def2-TZVPD basis set.

The geometry in XYZ format:
```
223
Properties=species:S:1:pos:R:3:mulliken_charge:R:1
C 3.723 -3.630 -2.356 -0.472
C 2.511 -3.343 -3.343 0.589
O 2.005 -4.495 -3.907 -0.726
O 3.397 -4.687 -1.480 -0.709
H 4.110 -2.691 -1.882 0.135
H 4.608 -3.988 -2.968 0.454
H 2.932 -2.761 -4.194 0.597
H 1.680 -2.822 -2.854 -0.732
H 1.459 -4.985 -3.278 0.425
H 3.259 -5.511 -1.929 0.385
C 4.222 1.440 2.922 -1.147
C 2.730 1.817 2.863 1.228
O 1.926 0.724 3.048 0.050
O 4.489 0.571 1.809 -0.550
H 4.517 0.880 3.834 0.215
H 4.808 2.342 2.801 0.480
H 2.548 2.287 1.857 -0.937
H 2.509 2.514 3.675 0.664
H 2.383 -0.134 2.806 -0.490
H 4.402 1.077 0.933 0.080
C 6.796 -4.920 0.082 -0.430
C 7.832 -3.891 0.252 -0.318
O 8.109 -3.519 1.578 -0.584
O 5.517 -4.489 0.515 -0.327
H 7.099 -5.781 0.645 0.223
H 6.656 -5.246 -0.951 0.391
H 7.615 -3.013 -0.334 0.165
H 8.825 -4.355 -0.145 0.265
H 7.393 -2.907 1.814 0.307
H 4.862 -4.570 -0.170 0.121
C -0.145 3.438 -3.610 -0.221
C 0.138 4.278 -4.839 -0.640
O 1.101 5.288 -4.636 -0.624
O -0.712 4.077 -2.541 0.217
H 0.863 3.090 -3.257 0.215
H -0.700 2.517 -3.791 0.048
H -0.802 4.757 -5.034 0.252
H 0.468 3.681 -5.703 0.385
H 1.033 5.572 -3.705 0.330
H -1.646 4.270 -2.848 -0.159
C 1.391 -2.866 4.239 0.812
C 1.368 -2.240 5.632 -0.861
O 0.975 -0.949 5.682 -0.428
O 0.070 -2.960 3.648 -0.375
H 1.840 -3.841 4.201 0.390
H 1.975 -2.233 3.579 -0.737
H 2.351 -2.272 6.123 0.416
H 0.689 -2.874 6.219 0.304
H 0.116 -0.864 5.294 -0.021
H 0.134 -2.639 2.705 -0.207
C -1.082 -7.095 1.299 -1.072
C -0.384 -5.850 1.814 0.949
O -1.205 -5.491 2.949 -0.686
O -0.447 -7.556 0.102 -0.510
H -2.076 -6.848 0.912 0.248
H -1.067 -7.837 2.050 0.501
H -0.393 -5.085 1.059 -0.697
H 0.635 -6.071 2.080 0.519
H -0.785 -4.667 3.310 0.367
H 0.292 -8.112 0.316 0.298
C 5.607 -3.447 3.794 -0.863
C 5.736 -1.909 3.505 0.395
O 5.928 -1.767 2.119 -0.272
O 4.464 -3.970 3.111 -0.329
H 5.550 -3.646 4.892 0.363
H 6.491 -3.937 3.408 0.378
H 6.480 -1.468 4.178 0.292
H 4.735 -1.563 3.738 -0.299
H 5.507 -0.912 1.891 0.270
H 4.810 -4.166 2.227 0.399
C 3.163 0.662 -2.784 -1.124
C 4.071 0.710 -1.542 2.280
C 5.565 0.467 -1.840 -1.055
O 5.752 -0.811 -2.376 -0.070
C 7.082 -1.114 -2.598 -1.003
N 3.859 1.874 -0.723 -0.120
H 3.455 1.466 -3.481 0.555
H 2.100 0.929 -2.538 -0.252
H 3.116 -0.190 -3.418 0.377
H 3.845 -0.286 -1.130 -1.538
H 6.106 0.539 -0.906 0.586
H 5.977 1.157 -2.579 0.428
H 7.348 -0.851 -3.615 0.309
H 7.310 -2.172 -2.371 0.224
H 7.775 -0.521 -1.976 0.431
H 4.151 2.700 -1.263 0.270
H 2.951 1.971 -0.356 -0.425
C 0.330 5.750 0.722 -1.198
C 1.714 5.729 0.143 0.624
C 2.710 5.224 1.183 0.277
O 2.853 6.038 2.288 -0.326
C 3.323 7.311 2.131 -0.825
N 1.635 4.756 -0.978 -0.046
H 0.219 4.749 1.185 -0.116
H -0.502 5.876 0.036 0.324
H 0.188 6.508 1.518 0.452
H 1.918 6.745 -0.272 0.427
H 3.670 5.090 0.687 0.553
H 2.386 4.227 1.522 -1.002
H 4.134 7.423 1.362 0.309
H 3.831 7.507 3.077 0.303
H 2.505 8.004 2.026 0.280
H 0.705 4.904 -1.383 -0.378
H 2.314 5.007 -1.716 0.326
C -0.448 1.253 -0.644 -0.281
C -0.329 0.091 0.349 1.227
C 1.099 -0.572 0.324 0.161
O 1.169 -1.713 1.165 2.458
C 2.211 -2.567 0.722 -0.787
N -0.651 0.548 1.716 0.537
H 0.166 2.115 -0.457 0.636
H -1.485 1.632 -0.743 -0.609
H -0.215 0.970 -1.643 -0.327
H -1.067 -0.646 0.042 -1.105
H 1.772 0.235 0.627 -1.018
H 1.319 -0.872 -0.664 0.543
H 1.966 -3.055 -0.228 0.014
H 2.313 -3.374 1.448 0.193
H 3.186 -2.029 0.678 -0.384
H -0.619 -0.258 2.294 -0.341
H 0.132 1.148 2.012 -0.040
C -0.450 -0.046 -6.711 -1.508
C 0.337 -0.852 -5.717 0.331
C -0.461 -1.292 -4.491 0.822
O -1.221 -0.150 -3.994 -0.424
C -2.231 -0.497 -3.076 0.526
N 0.940 -2.056 -6.349 -0.690
H -0.939 0.849 -6.245 0.147
H -1.317 -0.677 -6.905 0.435
H 0.244 0.196 -7.555 0.379
H 1.195 -0.304 -5.356 0.045
H 0.289 -1.711 -3.774 -0.628
H -1.120 -2.134 -4.810 0.346
H -2.994 -1.040 -3.635 1.120
H -2.642 0.472 -2.646 -0.927
H -1.840 -1.001 -2.208 -0.435
H 0.165 -2.524 -6.781 0.338
H 1.468 -2.688 -5.728 0.203
C -5.564 3.936 4.483 -1.475
C -6.054 3.820 3.067 0.427
C -4.891 3.234 2.223 0.731
O -3.761 4.073 2.095 -0.496
C -2.532 3.336 1.594 1.149
N -7.095 2.819 2.940 -0.640
H -5.379 2.891 4.821 0.322
H -6.326 4.444 5.108 0.431
H -4.693 4.579 4.584 0.282
H -6.387 4.865 2.778 0.252
H -5.269 3.108 1.091 -0.609
H -4.590 2.240 2.575 0.043
H -2.421 3.371 0.471 -0.612
H -2.618 2.301 1.895 -0.170
H -1.633 3.753 2.011 -0.104
H -7.404 2.793 1.958 0.232
H -7.921 3.068 3.505 0.260
C -1.758 -5.227 -3.622 -1.630
C -1.098 -4.492 -2.471 1.575
C -2.127 -4.238 -1.350 -0.853
O -1.364 -3.441 -0.330 1.200
C -2.282 -2.872 0.566 -0.134
N 0.131 -5.187 -2.032 -0.528
H -2.177 -6.171 -3.193 0.368
H -1.014 -5.333 -4.366 0.513
H -2.641 -4.658 -3.960 0.339
H -0.767 -3.454 -2.737 -0.630
H -2.517 -5.129 -0.898 0.487
H -2.856 -3.624 -1.884 -0.388
H -2.754 -1.968 0.107 -0.255
H -1.772 -2.589 1.524 -0.728
H -3.111 -3.536 0.765 0.448
H 0.592 -4.897 -1.155 -0.090
H -0.085 -6.126 -1.774 0.261
C -0.588 2.009 4.560 0.688
C -1.479 1.872 5.769 0.029
C -2.571 0.846 5.493 -0.860
O -1.911 -0.333 4.996 -0.118
C -2.815 -1.442 4.629 -0.791
N -0.780 1.485 6.953 -0.704
H -1.089 1.891 3.589 -0.713
H 0.130 1.233 4.641 -0.378
H 0.048 2.950 4.522 0.479
H -1.970 2.798 5.943 0.572
H -3.258 1.217 4.679 0.117
H -3.242 0.599 6.295 0.593
H -3.237 -1.322 3.636 -0.033
H -3.665 -1.368 5.256 0.584
H -2.375 -2.391 4.835 0.206
H -0.446 0.569 6.918 0.259
H -0.134 2.197 7.245 0.273
C -4.782 2.914 -3.774 -1.707
C -4.550 4.268 -3.196 0.359
C -4.011 4.170 -1.720 0.025
O -3.355 5.382 -1.423 -0.120
C -4.085 6.297 -0.683 -0.760
N -3.499 4.952 -3.970 -0.491
H -5.685 2.446 -3.432 0.503
H -3.897 2.290 -3.703 0.073
H -5.018 3.141 -4.806 0.490
H -5.517 4.793 -3.259 0.468
H -3.305 3.336 -1.676 -0.935
H -4.857 3.977 -1.132 1.122
H -3.423 6.986 -0.243 0.261
H -4.640 5.852 0.187 0.136
H -4.713 6.778 -1.397 0.349
H -3.756 5.081 -4.928 0.269
H -3.401 5.815 -3.508 0.200
C -6.103 -0.470 -3.054 -1.341
C -5.874 -1.773 -2.387 1.437
C -5.636 -1.555 -0.880 -0.989
O -4.605 -0.612 -0.709 0.084
C -4.648 -0.026 0.644 -0.714
N -6.911 -2.733 -2.741 -0.692
H -6.316 -0.582 -4.123 0.414
H -5.279 0.217 -2.960 -0.069
H -7.000 -0.093 -2.515 0.396
H -4.955 -2.196 -2.796 -0.436
H -5.375 -2.472 -0.386 0.201
H -6.580 -1.238 -0.485 0.472
H -5.623 0.441 0.781 0.498
H -3.904 0.752 0.593 -0.166
H -4.567 -0.876 1.320 0.414
H -7.763 -2.649 -2.194 0.257
H -6.570 -3.686 -2.595 0.292
```

Properties
Energy = -114630.915 eV

| no. | lowest unoccupied orbital energy (eV) |
| --- | --- |
| 1 | 0.0725 |
| 2 | 0.4422 |